[1]
Density functional theory data (the ωB97M-V functional and the def2-TZVPD basis) for 2 unconnected molecules or ions with the total composition C2H3N5O.

Element x y z (Å)
C -0.0284 0.1538 -0.5133
C -0.5770 -0.8091 0.2494
H -1.4779 0.2077 -3.2085
H -2.6403 0.5120 -1.6059
H -1.0708 -1.6706 -0.3216
N -1.4310 -0.3269 -2.1903
N -0.2143 0.3932 -1.7767
N -0.2841 -0.9401 1.4970
N 1.3560 0.8727 1.1455
N 1.1955 0.8191 -0.0798
O 0.5583 -0.1053 2.0686

Summary:
HOMO-LUMO gap: 8.2 eV
HOMO energy: -9.49 eV
Multiplicity: 1
Charge: 0


[2]
Density functional theory data (the ωB97M-V functional and the def2-TZVPD basis) for a molecular structure, CH5NP2.

Element x y z (Å)
C -0.2214 -0.3797 -1.6463
N 0.9278 -0.5087 1.0224
P 0.7706 -0.4431 2.5457
P 0.6421 0.4748 -0.1730
H 0.5505 -1.0242 -2.0634
H -0.8410 0.4883 -1.9806
H -0.9794 -1.1035 -1.3785
H -0.5174 0.9690 2.1656
H -0.3319 1.5272 1.5081

Summary:
HOMO-LUMO gap (alpha / beta): 6.6 / 6.6 eV
HOMO energy (alpha / beta): -7.33 / -7.33 eV
Multiplicity: 1
Charge: 0


[3]
Density functional theory data (the ωB97M-V functional and the def2-TZVPD basis) for a gas-phase ion, CH2N2O3S2 (charge -2).

Element x y z (Å)
C 2.3146 -1.2790 0.6439
N 1.1839 -1.9014 1.1098
N -0.5770 0.2099 0.3515
O 2.3005 -0.2814 -0.0818
O -0.9351 -2.2200 -1.1454
O -1.3057 -1.8160 1.6498
S 3.6919 -2.1634 1.0122
S -0.3099 -1.5264 0.6408
H 0.2550 0.6290 0.0728
H -1.3054 0.0384 -0.4667

Summary:
HOMO-LUMO gap (alpha / beta): 2.8 / 6.7 eV
HOMO energy (alpha / beta): 2.09 / -2.97 eV
Multiplicity: 3
<S²>: 2.00
Charge: -2


[4]
Density functional theory data (the ωB97M-V functional and the def2-TZVPD basis) for a molecular structure, C18H18IrN4Te4.

Element x y z (Å)
Ir -0.1697 -0.3060 -0.0019
C 1.4390 2.3743 -0.0067
N 0.0344 1.9220 -0.0017
C -0.6626 2.3000 1.2462
C -0.2811 1.3776 2.3806
C -0.2469 1.8080 3.6930
C 0.0323 0.8934 4.6975
C 0.2923 -0.4233 4.3576
C 0.2569 -0.7873 3.0247
N -0.0225 0.0960 2.0611
C -0.6692 2.3041 -1.2445
C -0.2917 1.3865 -2.3840
C -0.2681 1.8224 -3.6948
C 0.0083 0.9131 -4.7050
C 0.2762 -0.4038 -4.3724
C 0.2506 -0.7731 -3.0405
N -0.0257 0.1046 -2.0716
C 2.4627 1.2714 0.0064
C 3.8140 1.5911 0.0198
C 4.7460 0.5733 0.0266
C 4.2992 -0.7412 0.0197
C 2.9423 -0.9783 0.0072
N 2.0335 0.0124 0.0005
H 1.6137 3.0174 0.8591
H 1.6134 2.9937 -0.8896
H -1.7367 2.1958 1.0828
H -0.4691 3.3421 1.5193
H -0.4515 2.8448 3.9228
H 0.0458 1.2080 5.7322
H 0.5154 -1.1672 5.1085
H 0.4483 -1.8008 2.6965
H -0.4778 3.3475 -1.5146
H -1.7423 2.1982 -1.0766
H -0.4787 2.8592 -3.9192
H 0.0135 1.2320 -5.7385
H 0.4975 -1.1435 -5.1278
H 0.4460 -1.7877 -2.7177
H 4.1192 2.6293 0.0242
H 5.8039 0.7979 0.0373
H 4.9886 -1.5728 0.0246
H 2.5601 -1.9892 0.0038
Te -2.7756 -0.1248 -0.0019
Te -4.0927 -2.4794 -0.1687
Te -2.1565 -4.2977 0.2637
Te 0.1197 -2.8836 -0.0130

Summary:
HOMO-LUMO gap: 5.7 eV
HOMO energy: -8.57 eV
Multiplicity: 1
Charge: +1


[5]
Density functional theory data (the ωB97M-V functional and the def2-TZVPD basis) for a single C5H7NO molecule.

Element x y z (Å)
O 1.3235 0.6875 1.5839
C 1.2735 1.2874 0.5322
C 0.5180 0.8761 -0.6864
C 0.0855 -0.5027 -1.0206
C -0.2587 -1.3632 0.1866
C -1.2378 -0.2321 0.5606
N -0.9264 0.5341 -0.6931
H 1.8126 2.2502 0.4182
H 0.7482 1.5026 -1.5472
H 0.2132 -0.8677 -2.0377
H 0.5474 -1.5916 0.8851
H -0.7737 -2.2798 -0.1115
H -1.0395 0.3115 1.4869
H -2.2882 -0.5288 0.5260

Summary:
HOMO-LUMO gap: 10.3 eV
Structure (SMILES): O=C[C@H]1[C@H]2CCN21
HOMO energy: -9.50 eV
Multiplicity: 1
Charge: 0


[6]
Density functional theory data (the ωB97M-V functional and the def2-TZVPD basis) for a molecular structure, C5H10O2.

Element x y z (Å)
O 0.8851 -1.0981 1.5106
C 1.5557 -0.7930 0.3129
C 0.7054 -0.4857 -0.9556
C -0.5667 0.3660 -0.8114
C -1.5896 -0.2363 0.1646
O -1.0918 0.6043 1.2297
C -0.5307 1.4879 0.2348
H 0.3543 -0.3201 1.7592
H 2.1498 -1.6861 0.0947
H 2.2709 0.0265 0.4900
H 0.3869 -1.4276 -1.4226
H 1.3776 -0.0036 -1.6822
H -0.9538 0.6382 -1.8001
H -1.4920 -1.3073 0.3651
H -2.6371 0.0309 -0.0345
H -1.2529 2.2812 0.0068
H 0.4290 1.9228 0.5381

Summary:
HOMO-LUMO gap: 10.8 eV
HOMO energy: -9.81 eV
Multiplicity: 1
Charge: 0


[7]
Density functional theory data (the ωB97M-V functional and the def2-TZVPD basis) for 2 unconnected molecules or ions with the total composition CHN5O.

Element x y z (Å)
C -0.4829 -0.0042 -0.0055
N -1.2640 1.0807 -0.0142
N -1.2084 -1.1255 0.0094
N -2.5074 0.5994 -0.0148
N -2.4763 -0.7042 0.0037
N 3.0664 0.2420 0.1445
O 4.2863 -0.1151 -0.1194
H 0.5863 0.0270 -0.0037

Summary:
HOMO-LUMO gap (alpha / beta): 5.7 / 5.7 eV
HOMO energy (alpha / beta): 2.16 / 2.16 eV
Multiplicity: 1
Charge: -2


[8]
Density functional theory data (the ωB97M-V functional and the def2-TZVPD basis) for 33 unconnected molecules or ions with the total composition H66O33.

Element x y z (Å)
O 10.4089 17.4747 -16.0433
H 11.2769 17.8781 -16.0375
H 10.5720 16.5576 -16.2638
O 8.8280 24.9005 -13.0744
H 9.2163 24.0299 -13.1607
H 9.3752 25.3442 -12.4263
O 9.2763 24.6301 -9.4789
H 8.3950 24.9762 -9.6191
H 9.4523 24.7902 -8.5518
O 6.4748 23.9679 -15.3363
H 6.8892 24.1725 -14.4981
H 5.5497 24.1747 -15.2035
O 12.5061 21.0931 -11.5140
H 11.9042 20.8780 -10.8014
H 12.1310 20.6635 -12.2828
O 6.2696 20.3651 -10.0965
H 7.1138 20.0956 -10.4584
H 5.6323 20.1236 -10.7687
O 9.6612 22.3139 -13.6151
H 10.5567 22.4078 -13.9400
H 9.3013 21.5794 -14.1122
O 11.2523 19.3518 -13.5459
H 11.8647 19.3006 -14.2798
H 10.7754 18.5223 -13.5730
O 13.0018 18.6122 -15.7739
H 13.9465 18.4753 -15.7027
H 12.9072 19.2890 -16.4441
O 12.8793 20.7725 -17.3355
H 13.0493 21.3528 -18.0775
H 12.2354 20.1451 -17.6642
O 6.3771 25.2097 -12.1384
H 6.0586 24.3122 -12.0416
H 7.3106 25.1139 -12.3271
O 15.7649 22.9416 -14.6517
H 15.5088 23.8175 -14.3630
H 15.0089 22.3911 -14.4478
O 12.2962 23.6488 -11.2535
H 12.6236 22.7679 -11.4357
H 11.5790 23.5150 -10.6339
O 10.0566 22.1017 -9.8602
H 9.4230 21.5357 -10.3011
H 9.6719 22.9768 -9.9097
O 14.7388 26.1130 -14.5354
H 13.9298 25.7322 -14.1937
H 14.6292 27.0563 -14.4160
O 14.5048 23.8633 -18.0010
H 14.7120 23.2591 -18.7140
H 13.7219 23.4935 -17.5930
O 4.9421 22.1134 -17.1975
H 5.5143 22.8504 -16.9839
H 4.3650 22.4486 -17.8836
O 14.9164 24.3386 -12.1605
H 15.0650 25.2705 -12.3212
H 14.0893 24.3069 -11.6798
O 8.1495 24.5076 -18.1849
H 8.5165 23.6257 -18.1232
H 8.8868 25.0562 -18.4525
O 11.2692 25.6017 -17.4970
H 11.5847 26.5052 -17.5179
H 11.0203 25.4134 -18.4019
O 15.0537 20.0225 -13.4124
H 14.2949 20.4951 -13.7546
H 15.4641 19.6355 -14.1857
O 12.1668 23.9653 -15.1926
H 11.9243 24.6538 -14.5734
H 12.2631 24.4188 -16.0301
O 9.4975 21.5746 -17.8381
H 9.2850 20.6623 -18.0351
H 10.3530 21.7148 -18.2439
O 8.1216 18.2909 -14.7882
H 8.9148 17.9778 -15.2229
H 7.9437 19.1389 -15.1950
O 13.0541 21.4892 -14.6477
H 12.7679 22.3999 -14.7185
H 12.8868 21.1171 -15.5137
O 5.6915 20.2941 -14.1301
H 6.3274 20.9159 -14.4839
H 5.0318 20.2078 -14.8183
O 7.9274 21.4046 -15.6963
H 7.7453 22.3414 -15.6219
H 8.3958 21.3163 -16.5264
O 6.7652 16.9288 -12.6811
H 7.3132 17.5153 -13.2025
H 5.8715 17.1180 -12.9669
O 4.5101 19.5756 -11.9163
H 5.0488 19.6456 -12.7044
H 3.7088 19.1427 -12.2110
O 10.0942 27.0199 -15.0548
H 10.5300 26.6205 -14.3020
H 9.3962 26.4054 -15.2819
O 8.8229 19.8514 -11.4809
H 9.1728 20.2466 -12.2794
H 9.4568 19.1716 -11.2520
O 11.6800 25.5642 -13.1368
H 11.5550 26.4828 -12.8983
H 11.7477 25.1059 -12.2992
O 5.5398 22.8321 -11.5012
H 4.9226 22.2689 -11.9682
H 5.9846 22.2454 -10.8896

Summary:
HOMO-LUMO gap: 8.2 eV
HOMO energy: -9.80 eV
Multiplicity: 1
Charge: 0


Number 1: E -11611.7011 eV. Number 2: E -21181.8960 eV. Number 3: E -31856.7672 eV. Number 4: E -56927.5339 eV. Number 5: E -8833.4841 eV. Number 6: E -9440.5606 eV. Number 7: E -10546.2282 eV. Number 8: E -68641.6744 eV.